1.
The following is a DFT calculation (ωB97M-V with the def2-TZVPD basis set) of a molecular structure, C10H18GaNO2P in a non-equilibrium geometry.

## Properties
- spin multiplicity = 1
- LUMO (eV) = 2.5
- DFT total energy (a.u.) = -2863.03487
- gap between HOMO and LUMO (eV) = 6.595
- HOMO level (eV) = -4.138
- total charge = -1

Geometry (Å):
O (-4.8969, -1.3224, 1.1837)
P (-3.6905, -2.1042, 1.7785)
Ga (-2.3318, -2.9319, -0.0026)
C (-0.5118, -1.9369, 0.2197)
C (0.5901, -2.3539, -0.8681)
C (1.8495, -1.3111, -0.6906)
N (1.9335, -0.7104, 0.6739)
C (2.4532, 0.6906, 0.6508)
C (1.3326, 1.7160, 0.0957)
C (-0.0207, 1.7400, 0.8416)
C (-1.2300, 2.6290, 0.4214)
C (-1.0194, 3.5428, -0.8290)
C (0.3521, 3.5439, -1.5593)
C (1.5576, 2.6469, -1.1274)
O (2.8132, 2.6924, -1.8448)
H (-2.9046, -1.1458, 2.5495)
H (-4.0546, -3.1439, 2.7075)
H (-2.1914, -4.5304, 0.0311)
H (-3.1060, -2.5119, -1.3569)
H (-0.7404, -0.8188, 0.0485)
H (-0.2015, -2.0943, 1.3062)
H (0.1977, -2.1649, -1.9399)
H (0.9197, -3.4451, -0.8205)
H (1.7343, -0.5033, -1.5030)
H (2.7969, -1.9523, -0.8299)
H (2.6174, -1.2390, 1.2487)
H (3.4415, 0.7644, 0.0558)
H (2.7260, 0.9711, 1.7402)
H (-0.1799, 1.0439, 1.7384)
H (-2.2093, 2.5808, 1.0078)
H (-1.9152, 4.1861, -1.1330)
H (0.4523, 4.2254, -2.4783)
H (3.4363, 3.2474, -1.3157)

Table of Löwdin atomic charges, one value per atom, all in e: O -0.68; P 0.44; Ga 0.18; C -0.40; C -0.27; C -0.23; N -0.13; C -0.21; C -0.10; C -0.03; C -0.06; C -0.08; C -0.02; C -0.20; O -0.06; H -0.07; H -0.09; H -0.15; H -0.12; H 0.04; H 0.03; H 0.10; H 0.09; H 0.12; H 0.10; H 0.11; H 0.11; H 0.12; H 0.10; H 0.09; H 0.08; H 0.09; H 0.11

2.
The following is a DFT calculation (ωB97M-V with the def2-TZVPD basis set) of a molecular structure, C39H30AsMoN4O3S4SbSe.

## Properties
- spin multiplicity = 2
- LUMO (spin up / spin down) (eV) = 0.3 / 0.3
- DFT total energy (a.u.) = -8487.44749
- gap between HOMO and LUMO (spin up / spin down) (eV) = 4.018 / 4.057
- HOMO level (spin up / spin down) (eV) = -3.757 / -3.757
- total charge = -1

Geometry (Å):
Mo (0.0006, 0.1684, -2.6512)
C (-0.9227, 3.9621, -3.0631)
O (-2.2881, 4.0908, -2.6408)
C (-3.0145, 3.0308, -2.2843)
C (-4.3709, 3.2646, -2.0705)
C (-5.2461, 2.2422, -1.7462)
C (-4.7939, 0.9406, -1.6579)
C (-3.4400, 0.6707, -1.8540)
C (-2.9994, -0.6996, -1.8890)
N (-1.8146, -1.0891, -2.2006)
N (-1.6547, -2.4622, -2.2847)
C (-0.4771, -2.7320, -2.7542)
O (0.3887, -1.8277, -3.0902)
C (-0.0489, -4.1447, -2.8847)
C (-0.8637, -5.1796, -2.4321)
C (-0.4268, -6.4911, -2.5129)
C (0.8249, -6.7786, -3.0441)
C (1.6368, -5.7491, -3.4968)
C (1.2032, -4.4341, -3.4169)
C (-2.5452, 1.7164, -2.1094)
O (-1.2357, 1.4572, -2.1917)
H (-0.6662, 4.9379, -3.4648)
H (-0.2790, 3.7273, -2.2173)
H (-0.8246, 3.2117, -3.8502)
H (-4.7118, 4.2873, -2.1575)
H (-6.2911, 2.4682, -1.5797)
H (-5.4742, 0.1235, -1.4524)
H (-3.7413, -1.4742, -1.7064)
H (-1.8314, -4.9383, -2.0139)
H (-1.0615, -7.2927, -2.1568)
H (1.1669, -7.8042, -3.1029)
H (2.6134, -5.9677, -3.9093)
H (1.8302, -3.6222, -3.7597)
S (-1.2336, 4.0467, 0.4351)
C (-1.2421, 3.8906, 2.1615)
C (-1.8467, 4.8554, 2.9931)
C (-1.8058, 4.7551, 4.3707)
C (-1.1628, 3.6846, 4.9873)
C (-0.5728, 2.7121, 4.1937)
C (-0.6139, 2.8026, 2.8063)
As (0.1136, 1.4448, 1.6159)
C (1.9407, 2.0923, 1.3533)
C (2.9889, 1.1999, 1.1372)
C (4.2712, 1.6570, 0.8585)
C (4.5175, 3.0195, 0.7767)
C (3.4772, 3.9162, 0.9811)
C (2.1983, 3.4592, 1.2697)
C (0.4193, 0.0793, 3.0198)
C (-0.7118, -0.6744, 3.3369)
C (-0.6786, -1.6559, 4.3154)
C (0.5053, -1.9180, 4.9937)
C (1.6370, -1.1733, 4.6976)
C (1.5902, -0.1759, 3.7282)
H (-2.3415, 5.6937, 2.5184)
H (-2.2755, 5.5248, 4.9739)
H (-1.1219, 3.6089, 6.0670)
H (-0.0765, 1.8727, 4.6663)
H (2.8119, 0.1313, 1.1978)
H (5.0740, 0.9456, 0.7002)
H (5.5132, 3.3810, 0.5503)
H (3.6584, 4.9817, 0.9084)
H (1.3863, 4.1641, 1.4023)
H (-1.6417, -0.4796, 2.8094)
H (-1.5758, -2.2180, 4.5482)
H (0.5421, -2.6887, 5.7541)
H (2.5609, -1.3558, 5.2339)
H (2.4757, 0.4173, 3.5404)
S (1.7582, 2.8865, -6.5708)
Sb (1.9273, 0.9652, -5.4519)
S (1.8244, 1.5328, -2.9524)
S (-0.4270, 0.2466, -4.8640)
Se (3.1163, -0.7941, -1.6997)
N (1.4305, -0.7116, -1.0712)
C (1.2395, -1.7547, -0.2683)
C (0.0225, -2.0631, 0.3996)
C (-0.0190, -3.1731, 1.1768)
C (1.1175, -4.0240, 1.3468)
C (2.2973, -3.7592, 0.7381)
C (2.3893, -2.6083, -0.1010)
N (3.4633, -2.2620, -0.7849)
H (-0.8226, -1.3973, 0.2929)
H (-0.9298, -3.4181, 1.7071)
H (1.0191, -4.8900, 1.9886)
H (3.1712, -4.3847, 0.8583)

Table of Löwdin atomic charges, one value per atom, all in e: Mo 1.15; C -0.07; O -0.08; C -0.25; C 0.02; C -0.07; C -0.05; C -0.14; C -0.05; N -0.11; N 0.08; C -0.46; O -0.32; C -0.14; C -0.03; C -0.08; C -0.09; C -0.08; C -0.02; C -0.22; O -0.36; H 0.10; H 0.04; H 0.07; H 0.13; H 0.10; H 0.11; H 0.13; H 0.11; H 0.10; H 0.10; H 0.10; H 0.11; S 0.52; C -0.80; C -0.15; C -0.12; C -0.13; C -0.12; C -0.43; As 1.29; C -0.38; C -0.18; C -0.12; C -0.10; C -0.08; C -0.10; C -0.41; C -0.16; C -0.11; C -0.11; C -0.09; C -0.11; H 0.08; H 0.09; H 0.08; H 0.09; H 0.07; H 0.09; H 0.09; H 0.10; H 0.06; H 0.10; H 0.10; H 0.09; H 0.10; H 0.09; S -0.32; Sb 0.26; S -0.09; S 0.02; Se 1.05; N -0.37; C -0.37; C -0.05; C -0.06; C -0.06; C -0.02; C -0.38; N -0.20; H 0.09; H 0.11; H 0.10; H 0.11

3.
The following is a DFT calculation (ωB97M-V with the def2-TZVPD basis set) of a molecular structure, C42H43BN10O2SSn.

## Properties
- spin multiplicity = 1
- LUMO (eV) = 3.5
- DFT total energy (a.u.) = -2961.58049
- gap between HOMO and LUMO (eV) = 3.309
- HOMO level (eV) = 0.149
- total charge = -2

Geometry (Å):
Sn (0.3214, -0.6510, -0.7045)
C (3.0589, -1.9543, -4.9784)
C (1.7451, -2.2471, -4.5743)
N (1.6980, -2.6071, -3.2997)
N (2.9624, -2.5521, -2.8505)
C (3.7996, -2.1742, -3.8361)
B (3.4150, -3.0437, -1.4338)
N (3.7894, -1.8651, -0.5004)
C (4.6614, -0.8680, -0.7514)
C (4.8550, -0.1572, 0.4114)
C (4.0432, -0.8231, 1.3430)
N (3.4147, -1.8506, 0.7943)
N (2.3248, -3.8900, -0.7809)
C (2.4401, -5.1740, -0.3988)
C (1.2629, -5.5492, 0.2132)
C (0.4793, -4.3828, 0.1647)
N (1.1375, -3.3908, -0.4110)
H (3.4100, -1.6251, -5.9424)
H (0.8322, -2.2222, -5.1521)
H (4.8610, -2.1025, -3.6630)
H (4.3930, -3.7417, -1.6281)
H (5.0621, -0.7133, -1.7398)
H (5.4497, 0.7289, 0.5533)
H (3.8791, -0.5930, 2.3840)
H (3.3407, -5.7293, -0.6007)
H (1.0128, -6.5093, 0.6322)
H (-0.5211, -4.2210, 0.5347)
C (1.6951, 0.1735, 6.4714)
C (1.0540, 0.9578, 5.3165)
C (0.3577, 2.2134, 5.8633)
C (2.1526, 1.4111, 4.3593)
C (0.0211, 0.0753, 4.6181)
C (-1.0735, -0.4023, 5.3622)
C (-2.0790, -1.1558, 4.7946)
C (-1.9938, -1.4299, 3.4345)
S (-3.1202, -2.2631, 2.4147)
C (-2.0840, -1.9384, 1.0349)
N (-0.9999, -1.2932, 1.3261)
C (-0.9105, -0.9802, 2.6777)
C (0.1129, -0.2432, 3.2746)
C (-2.4467, -2.3497, -0.3220)
C (-3.6018, -3.1023, -0.5561)
C (-3.9170, -3.4819, -1.8476)
C (-3.0672, -3.1116, -2.8889)
C (-1.9255, -2.3669, -2.6288)
C (-1.5782, -1.9493, -1.3430)
H (2.4796, 0.7749, 6.9382)
H (2.1430, -0.7529, 6.1053)
H (0.9643, -0.0847, 7.2414)
H (1.0747, 2.8187, 6.4254)
H (-0.4714, 1.9661, 6.5297)
H (-0.0281, 2.8200, 5.0403)
H (2.8888, 2.0025, 4.9102)
H (1.7539, 2.0287, 3.5539)
H (2.6691, 0.5638, 3.9049)
H (-1.1445, -0.1669, 6.4174)
H (-2.9168, -1.5039, 5.3857)
H (0.9087, 0.1192, 2.6316)
H (-4.2494, -3.3943, 0.2660)
H (-4.8075, -4.0677, -2.0440)
H (-3.3009, -3.4175, -3.9044)
H (-1.2714, -2.1082, -3.4590)
C (-3.6687, 1.7559, -1.6498)
O (-2.6392, 0.8030, -1.3071)
C (-1.6086, 1.0912, -0.5542)
C (-1.5560, 2.4079, 0.0970)
H (-3.2291, 2.6835, -2.0119)
H (-4.3056, 1.9623, -0.7908)
H (-4.2437, 1.2750, -2.4382)
H (-2.4166, 3.0619, -0.0624)
H (-0.6532, 2.8861, -0.3021)
H (-0.4035, 1.6194, 1.6744)
N (-3.1768, 3.9681, 2.9127)
C (-1.8319, 4.4403, 2.8379)
O (-1.6328, 5.5765, 3.3197)
C (-0.8867, 3.5909, 2.2101)
C (0.4223, 4.1244, 1.9783)
C (1.5798, 3.7092, 1.3333)
C (2.0822, 2.4502, 0.7028)
N (1.6979, 1.2575, 0.7891)
C (-1.2767, 2.2709, 1.6346)
H (-3.6667, 4.4503, 3.6516)
H (-3.2727, 2.9658, 2.9671)
H (0.4871, 5.1435, 2.3545)
H (2.3357, 4.4938, 1.2743)
H (2.9889, 2.7049, 0.0739)
H (-2.1081, 1.7586, 2.1342)
N (-0.0678, 1.4298, -3.1148)
C (-0.5230, 1.5089, -4.1667)
C (-1.0875, 1.5684, -5.4845)
C (-2.0622, 2.5207, -5.7794)
C (-2.5962, 2.5893, -7.0544)
C (-2.1648, 1.7108, -8.0403)
C (-1.1970, 0.7599, -7.7440)
C (-0.6567, 0.6851, -6.4715)
H (-2.3887, 3.2001, -5.0034)
H (-3.3493, 3.3330, -7.2808)
H (-2.5798, 1.7693, -9.0384)
H (-0.8603, 0.0720, -8.5086)
H (0.0997, -0.0507, -6.2311)

Here are the Löwdin charges for atoms 1 to 99, given in e: Sn 1.21; C -0.10; C -0.21; N 0.06; N -0.04; C -0.13; B -0.58; N -0.06; C -0.12; C -0.10; C -0.20; N 0.06; N -0.05; C -0.11; C -0.09; C -0.16; N 0.02; H 0.07; H 0.07; H 0.10; H 0.10; H 0.09; H 0.08; H 0.07; H 0.10; H 0.07; H 0.09; C -0.06; C -0.55; C -0.04; C -0.05; C -0.15; C -0.05; C -0.10; C -0.48; S 1.08; C -0.54; N 0.03; C -0.27; C 0.05; C -0.30; C -0.08; C -0.12; C -0.11; C -0.13; C -0.26; H 0.08; H 0.09; H 0.07; H 0.08; H 0.07; H 0.09; H 0.09; H 0.07; H 0.07; H 0.10; H 0.10; H 0.07; H 0.07; H 0.09; H 0.09; H 0.07; C -0.05; O -0.13; C -0.20; C -0.16; H 0.08; H 0.09; H 0.09; H 0.10; H 0.13; H 0.05; N 0.09; C -0.57; O -0.10; C -0.24; C -0.11; C -0.15; C -0.48; N -0.12; C -0.17; H 0.06; H 0.04; H 0.08; H 0.04; H 0.04; H 0.10; N 0.21; C -0.13; C -0.21; C -0.03; C -0.09; C -0.09; C -0.08; C -0.02; H 0.12; H 0.10; H 0.10; H 0.10

4.
The following is a DFT calculation (ωB97M-V with the def2-TZVPD basis set) of C5H6O in the gas phase.

## Properties
- structure (SMILES) = CC#C[C@H]1CO1
- spin multiplicity = 1
- LUMO (eV) = 0.9
- DFT total energy (a.u.) = -269.24302
- gap between HOMO and LUMO (eV) = 10.414
- HOMO level (eV) = -9.495

Geometry (Å):
C (0.1911, 1.8242, -1.9086)
C (-0.0099, 0.8179, -0.8869)
C (-0.2461, 0.1355, 0.0765)
C (-0.5504, -1.0628, 0.8103)
C (0.3254, -1.5761, 1.8604)
O (-0.9508, -1.0388, 2.1692)
H (-0.7771, 2.1233, -2.3230)
H (0.6666, 2.6559, -1.3899)
H (0.8447, 1.5103, -2.7274)
H (-1.0998, -1.7651, 0.1873)
H (1.1663, -0.9697, 2.1925)
H (0.4402, -2.6548, 1.9397)

Table of Löwdin atomic charges, one value per atom, all in e: C -0.10; C -0.08; C 0.03; C -0.33; C -0.12; O -0.03; H 0.08; H 0.08; H 0.08; H 0.15; H 0.12; H 0.11

How do the records compare in energy relative to the best compared isomer or geometry (same formula, charge and spin)? In the order shown, they have 0.0; 44.3; 289.8; 271.0 kJ/mol.